This record from OMol25 describes a 2-piece molecular cluster, C3H9NO overall in a non-equilibrium geometry. The level of theory is ωB97M-V/def2-TZVPD.

Geometry as XYZ:
```
14
C3H9NO (ωB97M-V/def2-TZVPD)
C 1.00 2.62 0.73
C 0.17 3.18 1.55
H 0.69 2.13 -0.21
H 2.08 2.50 1.02
H -0.77 3.40 1.14
H 0.37 3.43 2.55
N -1.25 -2.60 -1.21
C -0.21 -1.98 -0.23
O 0.44 -0.76 -0.51
H -0.90 -3.43 -1.77
H -1.95 -1.94 -1.72
H 0.69 -2.69 -0.41
H -0.73 -1.91 0.76
H 0.03 -0.17 -1.15
```

**Gap between HOMO and LUMO**: 10.310 eV
**E_HOMO**: -9.35 eV
**Relative energy (zero: lowest compared OMol25 entry of this formula, charge and spin)**: 70.8 kcal per mole
**Total energy**: -6791.9860 eV
**SMILES string**: C=C.NCO